No. 1
A structure of composition C34H37N3O4RuSi, computed with wB97M-V/def2-TZVPD.

Values from the calculation:
- multiplicity = 6
- orbital gap (spin up / spin down) (eV) = 6.639 / 6.645
- charge = -1
- ΔE to the lowest compared entry with this formula, charge and spin (kcal/mol) = 7.11
- LUMO energy (spin up / spin down) (eV) = 2.3814 / 1.2876
- electronic energy (eV) = -58980.221

Positions of all 80 atoms, in Å:
1 Ru 1.18 0.03 -0.14
2 C 3.61 -0.49 -0.05
3 C 3.04 -1.73 -0.43
4 C 2.31 -2.24 0.67
5 C 2.41 -1.30 1.73
6 C 3.21 -0.22 1.28
7 C 3.67 0.96 2.08
8 C 1.86 -1.50 3.10
9 C 1.63 -3.56 0.74
10 C 3.36 -2.47 -1.69
11 C 4.55 0.35 -0.86
12 H 4.69 0.81 2.45
13 H 3.02 1.14 2.94
14 H 3.66 1.87 1.47
15 H 2.49 -2.17 3.68
16 H 0.85 -1.93 3.08
17 H 1.80 -0.56 3.65
18 H 1.17 -3.84 -0.22
19 H 0.84 -3.57 1.49
20 H 2.33 -4.36 1.00
21 H 4.34 -2.95 -1.61
22 H 3.39 -1.82 -2.56
23 H 2.64 -3.26 -1.89
24 H 5.57 0.28 -0.46
25 H 4.25 1.40 -0.84
26 H 4.57 0.03 -1.90
27 O -1.82 5.66 3.09
28 C -2.03 4.47 3.40
29 O -2.92 3.97 4.13
30 C -1.08 3.45 2.77
31 C -1.01 2.14 3.25
32 C -0.18 1.23 2.63
33 N 0.56 1.54 1.56
34 C 0.53 2.80 1.11
35 C -0.26 3.78 1.69
36 C 1.38 3.07 -0.11
37 O 1.43 4.19 -0.60
38 O 1.97 2.02 -0.60
39 H -1.64 1.87 4.08
40 H -0.13 0.20 2.96
41 H -0.26 4.79 1.30
42 C -2.91 -3.61 3.27
43 C -2.90 -2.22 3.27
44 C -2.34 -1.53 2.21
45 C -1.78 -2.19 1.11
46 C -1.82 -3.59 1.12
47 C -2.38 -4.29 2.18
48 Si -1.00 -1.24 -0.33
49 C -2.30 0.00 -0.92
50 C -2.48 1.23 -0.27
51 C -3.45 2.13 -0.68
52 C -4.26 1.83 -1.77
53 C -4.09 0.62 -2.44
54 C -3.12 -0.28 -2.01
55 H -3.34 -4.16 4.09
56 H -3.33 -1.68 4.11
57 H -2.37 -0.44 2.23
58 H -1.42 -4.14 0.27
59 H -2.40 -5.38 2.15
60 H -1.01 -2.27 -1.42
61 H -1.87 1.50 0.58
62 H -3.57 3.07 -0.15
63 H -5.01 2.53 -2.10
64 H -4.71 0.38 -3.30
65 H -3.00 -1.22 -2.55
66 C -1.33 2.96 -4.11
67 C -0.62 1.70 -3.77
68 C -0.67 0.43 -4.32
69 C 0.21 -0.35 -3.55
70 N 0.76 0.39 -2.59
71 N 0.24 1.63 -2.75
72 C 0.55 -1.79 -3.71
73 H -2.00 2.80 -4.96
74 H -0.63 3.76 -4.37
75 H -1.94 3.30 -3.26
76 H -1.27 0.11 -5.16
77 H 0.62 2.38 -2.19
78 H -0.20 -2.29 -4.33
79 H 0.59 -2.29 -2.75
80 H 1.52 -1.91 -4.20

Want to see where the charge sits? The Löwdin charges in e are: 1.31, -0.30, -0.28, -0.29, -0.27, -0.29, -0.03, -0.04, -0.05, -0.05, -0.04, 0.09, 0.07, 0.08, 0.09, 0.07, 0.06, 0.07, 0.06, 0.09, 0.09, 0.06, 0.06, 0.08, 0.07, 0.07, -0.04, -0.70, -0.05, -0.09, 0.01, -0.15, 0.01, -0.19, 0.07, -0.61, 0.05, -0.20, 0.12, 0.08, 0.13, -0.11, -0.09, -0.11, -0.33, -0.14, -0.10, 0.65, -0.34, -0.11, -0.08, -0.11, -0.10, -0.13, 0.09, 0.10, 0.09, 0.09, 0.09, -0.03, 0.07, 0.11, 0.10, 0.09, 0.09, -0.01, -0.29, 0.00, -0.36, 0.01, 0.06, -0.05, 0.08, 0.08, 0.08, 0.11, 0.13, 0.08, 0.02, 0.07

---

No. 2
A structure of composition C35H41N5O2ReS, computed with wB97M-V/def2-TZVPD.

Values from the calculation:
- multiplicity = 2
- orbital gap (spin up / spin down) (eV) = 7.659 / 6.679
- charge = +2
- ΔE to the lowest compared entry with this formula, charge and spin (kcal/mol) = 39.78
- LUMO energy (spin up / spin down) (eV) = -5.8708 / -6.8920
- electronic energy (eV) = -61458.762

Positions of all 85 atoms, in Å:
1 Re -0.32 -0.20 -0.30
2 C 0.78 -2.02 -2.41
3 C 0.86 -2.77 -1.10
4 N -0.24 -2.34 -0.17
5 C -1.56 -3.00 -0.38
6 C -2.27 -2.54 -1.64
7 S -2.25 -0.72 -1.80
8 C -1.59 -0.47 -3.47
9 C -0.15 0.03 -3.31
10 N 0.48 -0.60 -2.15
11 H 0.05 -2.46 -3.08
12 H 1.75 -2.11 -2.91
13 H 1.79 -2.52 -0.58
14 H 0.82 -3.85 -1.25
15 H 0.07 -2.63 0.75
16 H -2.16 -2.76 0.49
17 H -1.42 -4.08 -0.42
18 H -3.32 -2.85 -1.59
19 H -1.84 -2.97 -2.53
20 H -2.23 0.26 -3.97
21 H -1.66 -1.41 -4.02
22 H -0.16 1.11 -3.16
23 H 0.43 -0.16 -4.22
24 H 1.92 -0.04 -2.25
25 C 3.31 0.28 4.05
26 C 3.44 -0.92 3.15
27 C 4.69 -1.32 2.68
28 C 4.85 -2.44 1.88
29 C 3.76 -3.22 1.55
30 C 2.50 -2.85 2.01
31 C 2.35 -1.69 2.77
32 N 1.00 -1.40 3.23
33 C 0.07 -0.77 2.52
34 N -1.21 -1.04 2.72
35 C -2.25 -0.23 2.14
36 C -2.11 0.23 0.83
37 C -3.09 1.13 0.39
38 C -4.16 1.48 1.19
39 C -4.30 0.93 2.46
40 C -3.33 0.08 2.96
41 C -3.43 -0.46 4.37
42 N 0.38 0.16 1.56
43 C 0.46 1.52 2.02
44 C 0.49 1.85 3.37
45 C 0.54 3.18 3.75
46 C 0.56 4.19 2.80
47 C 0.49 3.85 1.46
48 C 0.44 2.52 1.05
49 C 0.32 2.18 -0.40
50 H 4.28 0.54 4.47
51 H 2.62 0.09 4.88
52 H 2.93 1.15 3.50
53 H 5.55 -0.73 2.97
54 H 5.84 -2.71 1.54
55 H 3.88 -4.13 0.97
56 H 1.65 -3.49 1.82
57 H 0.67 -2.01 3.98
58 H -1.48 -1.70 3.43
59 H -3.03 1.57 -0.60
60 H -4.90 2.17 0.82
61 H -5.15 1.20 3.08
62 H -4.32 -0.07 4.86
63 H -2.57 -0.18 4.97
64 H -3.51 -1.56 4.38
65 H 0.48 1.08 4.13
66 H 0.57 3.43 4.81
67 H 0.60 5.22 3.10
68 H 0.48 4.63 0.71
69 H 0.07 3.06 -0.99
70 H -0.66 1.62 -0.69
71 H 1.23 1.77 -0.84
72 O 2.91 0.28 -2.25
73 C 3.23 0.30 -0.97
74 O 2.43 -0.10 -0.11
75 C 4.55 0.85 -0.65
76 C 5.54 0.94 -1.63
77 C 6.77 1.48 -1.31
78 C 7.01 1.95 -0.03
79 C 6.02 1.88 0.94
80 C 4.79 1.33 0.63
81 H 5.34 0.59 -2.63
82 H 7.55 1.55 -2.06
83 H 7.97 2.39 0.22
84 H 6.21 2.27 1.94
85 H 4.00 1.27 1.37

Want to see where the charge sits? The Löwdin charges in e are: 1.42, -0.19, -0.14, -0.16, -0.21, -0.34, 1.01, -0.35, -0.27, -0.33, 0.11, 0.14, 0.10, 0.14, 0.09, 0.12, 0.14, 0.10, 0.08, 0.09, 0.09, 0.12, 0.14, 0.05, -0.02, -0.20, -0.02, -0.04, -0.06, -0.05, -0.19, 0.19, -0.37, 0.18, -0.20, -0.26, -0.15, -0.04, -0.01, -0.20, -0.02, -0.08, -0.21, -0.04, -0.05, -0.05, -0.01, -0.20, -0.07, 0.09, 0.09, 0.07, 0.12, 0.12, 0.12, 0.11, 0.18, 0.16, 0.08, 0.12, 0.13, 0.09, 0.09, 0.09, 0.11, 0.12, 0.12, 0.12, 0.12, 0.04, 0.08, 0.10, -0.46, -0.01, -0.14, 0.00, -0.05, -0.05, -0.06, -0.02, 0.12, 0.12, 0.12, 0.11, 0.10

---

No. 3
A structure of composition C41H55N11O6S3Zr at a distorted geometry, computed with wB97M-V/def2-TZVPD.

Values from the calculation:
- multiplicity = 1
- orbital gap (eV) = 7.532
- charge = +2
- ΔE to the lowest compared entry with this formula, charge and spin (kcal/mol) = 33.65
- LUMO energy (eV) = -4.7951
- electronic energy (eV) = -105862.901

Positions of all 117 atoms, in Å:
1 Zr 0.20 -0.76 -0.45
2 C -4.52 -2.80 -2.49
3 C -3.45 -2.09 -1.73
4 N -3.31 -0.83 -1.63
5 O -4.24 -0.15 -2.38
6 C -2.41 -2.86 -0.99
7 C -2.66 -4.25 -0.51
8 N -1.29 -2.25 -0.83
9 O -0.26 -2.75 -0.11
10 H -4.85 -2.20 -3.34
11 H -5.39 -2.97 -1.85
12 H -4.17 -3.77 -2.85
13 H -3.96 0.77 -2.26
14 H -3.67 -4.34 -0.14
15 H -1.95 -4.52 0.26
16 H -2.55 -4.95 -1.34
17 N 3.92 0.68 7.35
18 C 3.49 0.42 6.09
19 C 2.75 -0.75 5.82
20 C 2.32 -1.01 4.54
21 C 2.60 -0.12 3.51
22 C 3.34 1.04 3.77
23 C 3.77 1.31 5.04
24 S 2.06 -0.47 1.92
25 O 2.92 0.24 0.98
26 O 1.90 -1.90 1.72
27 N 0.58 0.16 1.56
28 C -0.56 -0.29 2.23
29 N -0.62 -0.40 3.55
30 C -1.79 -0.83 4.02
31 C -2.87 -1.14 3.19
32 C -2.68 -1.02 1.83
33 N -1.52 -0.58 1.35
34 H 3.79 0.01 8.09
35 H 4.50 1.47 7.54
36 H 2.55 -1.45 6.62
37 H 1.76 -1.92 4.34
38 H 3.58 1.72 2.96
39 H 4.35 2.20 5.24
40 H -1.87 -0.93 5.09
41 H -3.81 -1.49 3.60
42 H -3.45 -1.27 1.11
43 O 1.41 1.15 -1.01
44 H 0.86 1.89 -0.68
45 H 2.18 1.08 -0.41
46 N -1.28 1.22 -7.55
47 C -0.68 0.14 -7.02
48 O -0.14 -0.73 -7.67
49 C -0.66 0.05 -5.51
50 C -0.62 1.14 -4.67
51 C -0.49 0.94 -3.30
52 N -0.41 -0.28 -2.76
53 C -0.47 -1.33 -3.58
54 C -0.58 -1.22 -4.95
55 H -1.33 1.28 -8.56
56 H -1.86 1.83 -7.01
57 H -0.65 2.16 -5.04
58 H -0.42 1.79 -2.64
59 H -0.40 -2.31 -3.12
60 H -0.57 -2.10 -5.58
61 C -0.87 6.26 2.59
62 C 0.44 6.17 1.80
63 C 0.57 4.93 0.93
64 C 0.56 3.61 1.69
65 N -0.77 3.14 2.08
66 C -1.67 2.57 1.28
67 S -1.39 2.23 -0.38
68 N -2.85 2.25 1.84
69 C -4.03 1.80 1.11
70 C -4.79 2.93 0.42
71 C -5.20 4.07 1.35
72 C -6.12 3.64 2.49
73 H -0.97 7.23 3.07
74 H -0.93 5.52 3.39
75 H -1.73 6.12 1.94
76 H 1.28 6.23 2.49
77 H 0.52 7.05 1.16
78 H 1.51 4.98 0.38
79 H -0.22 4.91 0.18
80 H 1.12 3.71 2.63
81 H 1.04 2.80 1.15
82 H -1.04 3.31 3.03
83 H -3.01 2.60 2.77
84 H -4.66 1.29 1.84
85 H -3.70 1.06 0.39
86 H -5.68 2.49 -0.04
87 H -4.18 3.33 -0.39
88 H -5.70 4.84 0.76
89 H -4.31 4.55 1.76
90 H -7.06 3.22 2.10
91 H -6.38 4.48 3.13
92 H -5.67 2.88 3.13
93 N 1.95 -1.54 -1.48
94 S 2.29 -3.12 -1.71
95 C 3.09 -3.19 -3.29
96 C 2.98 -2.14 -4.19
97 C 3.53 -2.28 -5.46
98 C 4.17 -3.46 -5.81
99 C 4.28 -4.50 -4.90
100 C 3.73 -4.38 -3.63
101 C 3.58 -3.56 -0.59
102 C 3.25 -4.47 0.40
103 C 4.22 -4.80 1.34
104 C 5.47 -4.22 1.28
105 C 5.78 -3.30 0.28
106 C 4.84 -2.96 -0.67
107 H 2.83 -1.04 -1.36
108 H 2.48 -1.23 -3.90
109 H 3.45 -1.47 -6.17
110 H 4.60 -3.56 -6.80
111 H 4.78 -5.42 -5.18
112 H 3.81 -5.19 -2.93
113 H 2.26 -4.89 0.45
114 H 3.99 -5.52 2.12
115 H 6.22 -4.48 2.01
116 H 6.77 -2.85 0.24
117 H 5.08 -2.27 -1.46

Results of the Löwdin charge analysis, in e, for atoms 1 through 99: 1.78, 0.00, -0.29, 0.04, -0.01, -0.27, 0.02, -0.19, -0.30, 0.09, 0.11, 0.09, 0.10, 0.10, 0.09, 0.10, 0.14, -0.30, -0.01, -0.07, -0.32, -0.05, -0.01, 0.62, -0.34, -0.30, -0.23, -0.49, 0.17, -0.07, -0.02, -0.11, 0.04, 0.11, 0.11, 0.12, 0.11, 0.12, 0.12, 0.12, 0.11, 0.11, -0.20, -0.04, 0.04, 0.19, -0.50, 0.09, -0.10, 0.03, -0.13, -0.04, -0.13, 0.03, 0.13, 0.11, 0.12, 0.04, 0.11, 0.13, -0.10, -0.25, -0.20, -0.19, 0.03, -0.73, 0.74, 0.02, -0.23, -0.20, -0.26, -0.10, 0.08, 0.06, 0.07, 0.11, 0.11, 0.12, 0.10, 0.13, 0.07, 0.14, 0.15, 0.12, 0.06, 0.12, 0.09, 0.11, 0.10, 0.08, 0.08, 0.06, -0.42, 1.12, -0.40, -0.08, -0.05, -0.05, -0.05

---

No. 4
A cluster of 2 separate species, C4H6O3S in total at a distorted geometry, computed with wB97M-V/def2-TZVPD.

Values from the calculation:
- multiplicity = 1
- orbital gap (eV) = 7.745
- ΔE to the lowest compared entry with this formula, charge and spin (kcal/mol) = 125.35
- LUMO energy (eV) = -1.6047
- electronic energy (eV) = -21217.548

Positions of all 14 atoms, in Å:
1 C 0.78 0.72 -0.33
2 C -0.83 -0.43 0.51
3 C 1.92 0.56 0.53
4 C -1.89 0.12 -0.38
5 O 0.55 1.16 -1.41
6 O -2.35 0.18 2.60
7 O 0.14 0.24 2.99
8 S -0.98 0.31 2.07
9 H 2.98 0.77 0.11
10 H 1.83 -0.34 1.13
11 H 1.77 1.20 1.36
12 H -2.73 0.70 0.32
13 H -1.53 0.92 -1.07
14 H -2.52 -0.65 -0.93

Want to see where the charge sits? The natural (NBO) charges in e are: 0.70, -0.41, -0.80, -0.74, -0.49, -0.86, -0.87, 1.91, 0.25, 0.29, 0.29, 0.24, 0.24, 0.24

---

No. 5
A cluster of 2 separate species, C29H31BO4 in total at a distorted geometry, computed with wB97M-V/def2-TZVPD.

Values from the calculation:
- multiplicity = 1
- orbital gap (eV) = 1.914
- ΔE to the lowest compared entry with this formula, charge and spin (kcal/mol) = 18.67
- LUMO energy (eV) = -3.9381
- electronic energy (eV) = -39436.967

Positions of all 65 atoms, in Å:
1 C -4.42 -4.59 3.03
2 C -3.33 -3.59 3.06
3 C -2.82 -2.99 4.19
4 C -1.84 -2.10 3.77
5 C -1.79 -2.17 2.40
6 B -0.86 -1.28 1.47
7 C 0.07 -0.32 2.34
8 C 0.13 1.04 2.24
9 C 1.12 1.47 3.12
10 C 1.63 0.34 3.73
11 C 2.73 0.32 4.72
12 O 0.97 -0.76 3.26
13 C 0.11 -2.19 0.60
14 C 0.12 -3.56 0.60
15 C 1.15 -3.97 -0.23
16 C 1.75 -2.82 -0.72
17 C 2.91 -2.78 -1.63
18 O 1.09 -1.72 -0.22
19 C -1.82 -0.42 0.53
20 C -1.88 -0.47 -0.83
21 C -2.88 0.40 -1.23
22 C -3.40 0.97 -0.09
23 C -4.50 1.95 -0.03
24 O -2.73 0.48 1.01
25 O -2.69 -3.09 1.95
26 H -4.75 -4.84 4.04
27 H -5.28 -4.21 2.48
28 H -4.08 -5.51 2.56
29 H -3.13 -3.18 5.20
30 H -1.24 -1.45 4.38
31 H -0.47 1.65 1.59
32 H 1.44 2.48 3.28
33 H 3.07 1.33 4.95
34 H 2.40 -0.15 5.65
35 H 3.57 -0.25 4.33
36 H -0.55 -4.18 1.17
37 H 1.45 -4.98 -0.44
38 H 3.28 -3.79 -1.85
39 H 2.64 -2.31 -2.57
40 H 3.73 -2.22 -1.18
41 H -1.27 -1.09 -1.46
42 H -3.20 0.60 -2.24
43 H -4.87 2.19 -1.03
44 H -5.33 1.56 0.55
45 H -4.17 2.88 0.44
46 C 2.43 0.74 -4.41
47 C 2.55 1.74 -3.31
48 C 3.45 1.37 -2.18
49 C 1.89 2.97 -3.35
50 C 1.89 3.88 -2.25
51 C 1.14 5.03 -2.28
52 C 0.37 5.34 -3.39
53 C 0.39 4.52 -4.50
54 C 1.14 3.36 -4.50
55 H 1.39 0.57 -4.67
56 H 2.97 1.05 -5.30
57 H 2.85 -0.22 -4.11
58 H 3.09 1.76 -1.23
59 H 3.50 0.29 -2.07
60 H 4.47 1.73 -2.35
61 H 2.49 3.68 -1.38
62 H 1.14 5.70 -1.43
63 H -0.23 6.23 -3.39
64 H -0.17 4.79 -5.38
65 H 1.19 2.77 -5.40

Want to see where the charge sits? The natural (NBO) charges in e are: -0.64, 0.24, -0.32, -0.33, 0.18, 0.04, 0.20, -0.35, -0.34, 0.24, -0.64, -0.42, 0.19, -0.33, -0.31, 0.22, -0.64, -0.44, 0.20, -0.36, -0.33, 0.24, -0.64, -0.42, -0.43, 0.22, 0.21, 0.21, 0.20, 0.22, 0.22, 0.20, 0.22, 0.21, 0.21, 0.23, 0.21, 0.23, 0.18, 0.20, 0.22, 0.20, 0.22, 0.22, 0.21, -0.72, 0.44, -0.72, -0.14, -0.06, -0.24, -0.05, -0.24, -0.08, 0.27, 0.27, 0.26, 0.27, 0.27, 0.28, 0.23, 0.24, 0.24, 0.24, 0.22

---

No. 6
A cluster of 3 separate species, C3H13NO3 in total, computed with wB97M-V/def2-TZVPD.

Values from the calculation:
- multiplicity = 1
- orbital gap (eV) = 9.942
- ΔE to the lowest compared entry with this formula, charge and spin (kcal/mol) = 19.56
- LUMO energy (eV) = 0.5278
- SMILES = NCCCO.O.O
- electronic energy (eV) = -10953.923

Positions of all 20 atoms, in Å:
1 N -3.16 -0.57 0.71
2 C -1.84 -0.05 1.02
3 C -0.72 -0.49 0.08
4 C 0.55 0.35 0.26
5 O 1.45 0.13 -0.82
6 H -3.40 -0.36 -0.25
7 H -3.22 -1.57 0.84
8 H -1.61 -0.31 2.05
9 H -1.88 1.04 1.02
10 H -0.45 -1.54 0.21
11 H -1.08 -0.32 -0.94
12 H 0.30 1.42 0.34
13 H 1.05 0.03 1.17
14 H 1.58 0.93 -1.33
15 O 1.41 -3.30 -2.56
16 H 1.22 -3.21 -1.62
17 H 2.10 -2.64 -2.70
18 O 2.86 3.55 0.60
19 H 2.54 4.16 1.27
20 H 2.30 2.77 0.65

Want to see where the charge sits? The natural (NBO) charges in e are: -0.83, -0.22, -0.43, -0.06, -0.73, 0.35, 0.36, 0.19, 0.18, 0.20, 0.20, 0.15, 0.17, 0.48, -0.94, 0.47, 0.47, -0.94, 0.47, 0.47